(1)
Formula: C13H40BO13SV2
Source: the OMol25 dataset
Level of theory: wB97M-V/def2-TZVPD

Output
gap between HOMO and LUMO	0.256	hartree
LUMO	0.6	eV
spin multiplicity	1
charge	-1
HOMO energy	-6.35	eV

Atoms and positions in Å:
O1 -0.35908 -1.86711 2.29724
V1 -1.78383 -1.87814 1.61641
O2 -1.67540 -3.06061 0.49570
O3 -3.57004 2.02106 0.18785
V2 -3.51465 0.48589 -0.37087
O4 -3.96512 0.50518 -1.89210
S1 -5.25633 -1.16465 1.19983
O5 -5.56094 -0.03929 0.30670
O6 -3.74946 -1.15265 1.21374
O7 -5.75143 -0.94482 2.53723
O8 -5.69403 -2.41898 0.59845
B1 -1.32759 -0.11147 -0.08584
H1 -1.92705 -0.02536 0.85305
H2 -0.24555 -0.44177 0.13461
H3 -1.87494 -0.87573 -0.71334
H4 -1.43035 0.88590 -0.61205
C1 -1.65042 0.95810 3.80334
O9 -2.29258 -0.30293 3.55684
H5 -2.39546 1.67353 4.14984
H6 -0.98432 0.81894 4.66765
H7 -1.02005 1.30306 2.99096
H8 -3.03445 -0.33680 4.16824
C2 3.12539 -3.62071 1.06121
C3 2.05306 -4.30641 0.20606
C4 1.60009 -3.49433 -0.99516
O10 2.47318 -5.61537 -0.15367
H9 3.23119 -4.19397 1.97889
H10 2.86820 -2.57596 1.24090
H11 4.08788 -3.56159 0.53934
H12 1.19266 -4.39271 0.87478
H13 0.74019 -3.91721 -1.51079
H14 2.43638 -3.35514 -1.68579
H15 1.26791 -2.50154 -0.68054
H16 3.34984 -5.54641 -0.54521
C5 -0.46692 3.71480 0.41156
C6 -0.11604 4.44032 -0.89712
C7 -0.86237 3.98511 -2.13732
O11 -0.48660 5.82257 -0.73950
H17 0.12119 4.02485 1.28122
H18 -0.18933 2.66263 0.29092
H19 -1.51777 3.87849 0.64254
H20 0.96917 4.32464 -1.00122
H21 -0.60997 4.66238 -2.95087
H22 -1.93751 3.92393 -1.98469
H23 -0.50536 2.99111 -2.42091
H24 0.11043 6.26176 -0.12767
C8 4.00071 2.24444 1.50925
C9 2.91891 1.69122 2.42802
C10 2.11990 0.54426 1.82137
O12 3.56289 1.21188 3.62327
H25 4.48686 1.43301 0.95947
H26 4.81957 2.61224 2.13483
H27 3.72246 3.04941 0.83344
H28 2.24853 2.52070 2.68542
H29 1.53125 -0.03681 2.53167
H30 2.70216 -0.20562 1.28132
H31 1.43433 0.97789 1.08349
H32 2.96903 1.38885 4.35659
C11 -0.84764 -0.23835 -3.94416
C12 0.12828 -1.33637 -3.47890
C13 0.20768 -2.54448 -4.40616
O13 1.45077 -0.79462 -3.36070
H33 -1.86294 -0.53694 -3.66982
H34 -0.73737 -0.17101 -5.02508
H35 -0.76408 0.71317 -3.41570
H36 -0.17266 -1.67953 -2.48440
H37 0.84587 -3.31596 -3.96634
H38 0.76536 -2.32271 -5.31946
H39 -0.76447 -3.00727 -4.57081
H40 1.36283 0.16000 -3.40708



(2)
Formula: C13H40FN19O9S2
Source: the OMol25 dataset
Level of theory: wB97M-V/def2-TZVPD

Output
gap between HOMO and LUMO	0.297	hartree
LUMO	-0.9	eV
spin multiplicity	1
SMILES string	[H]/N=C(/N)NCCCCN(N=C=S)S(=O)(=O)F.NC(N)=O.NC(N)=O.NC(N)=O.NC(N)=O.NC(N)=O.NC(N)=O.NC(N)=O
HOMO energy	-9.04	eV

Atoms and positions in Å:
H1 8.87657 -2.08236 1.68023
N1 9.20879 -2.04803 2.64864
C1 8.40206 -1.36294 3.33009
N2 8.58885 -1.16977 4.75189
N3 7.28414 -0.69037 2.74805
C2 6.03719 -0.68960 3.52036
C3 4.88499 -1.13127 2.62104
C4 3.56849 -1.31210 3.37923
C5 2.38668 -1.34139 2.40241
N4 1.31274 -2.29634 2.78685
N5 0.11966 -1.93148 2.06122
C6 -0.96787 -2.12359 2.58184
S1 -2.37539 -2.42315 3.15702
S2 1.59801 -3.92935 2.34756
O1 1.13750 -4.74960 3.40361
O2 1.23591 -4.17749 0.99946
F1 3.15128 -3.93976 2.40051
H2 8.44024 -2.06031 5.21664
H3 9.57580 -0.97087 4.88114
H4 7.55113 0.24897 2.48711
H5 5.82488 0.31425 3.90031
H6 6.12695 -1.35309 4.38076
H7 4.74056 -0.35734 1.86016
H8 5.16521 -2.05686 2.11687
H9 3.60012 -2.23594 3.95484
H10 3.43040 -0.49185 4.08585
H11 1.90651 -0.36695 2.36368
H12 2.72446 -1.55613 1.38214
N6 -6.17570 -1.14135 0.78545
C7 -5.34360 -1.05940 -0.30016
N7 -4.01536 -1.18242 -0.02767
O3 -5.77301 -0.86836 -1.42583
H13 -5.85352 -1.30643 1.72181
H14 -7.16233 -1.07412 0.61376
H15 -3.37968 -1.12837 -0.80185
H16 -3.65194 -1.32169 0.89738
N8 -5.30102 1.84419 1.49833
C8 -5.33635 2.56460 2.64972
N9 -4.73267 3.79231 2.60277
O4 -5.87421 2.14662 3.66568
H17 -4.88635 2.17222 0.64704
H18 -5.76928 0.95495 1.50218
H19 -4.75118 4.34484 3.43857
H20 -4.30979 4.16552 1.77500
N10 8.44836 0.23410 -1.09835
C9 8.01226 -1.06389 -1.04071
N11 6.94674 -1.36005 -1.82814
O5 8.54904 -1.88978 -0.31728
H21 8.03626 0.92592 -1.69431
H22 9.24778 0.47339 -0.54294
H23 6.62936 -2.30995 -1.81718
H24 6.49130 -0.72397 -2.45739
N12 -9.47280 1.65269 -2.76856
C10 -8.63798 1.17745 -3.75257
N13 -7.45965 0.66660 -3.30955
O6 -8.95511 1.21005 -4.93059
H25 -9.23467 1.64881 -1.79301
H26 -10.36887 1.99416 -3.05915
H27 -6.83523 0.28699 -3.99551
H28 -7.20068 0.59263 -2.34221
N14 -9.87363 4.08293 -0.45671
C11 -9.06822 3.56017 0.51645
N15 -9.56387 3.60548 1.78790
O7 -7.97097 3.08831 0.26891
H29 -10.77436 4.48381 -0.27763
H30 -9.52179 4.06580 -1.39756
H31 -8.98074 3.23660 2.51786
H32 -10.45790 3.99281 2.02112
N16 3.04461 -1.42200 -5.20522
C12 3.84162 -1.79568 -4.17063
N17 3.37763 -2.82778 -3.40834
O8 4.90108 -1.22742 -3.92803
H33 2.15678 -1.84304 -5.40505
H34 3.35422 -0.66433 -5.78635
H35 3.93570 -3.12180 -2.62945
H36 2.51265 -3.30041 -3.59055
N18 2.50692 1.63493 -3.98887
C13 1.51712 1.86966 -4.90261
N19 1.06453 3.15852 -4.96046
O9 1.06855 0.99258 -5.62134
H37 2.89188 2.34398 -3.39524
H38 2.86247 0.69756 -3.92480
H39 0.34038 3.35944 -5.62432
H40 1.41931 3.89634 -4.38326



(3)
Formula: C13H40N2O9P2RuSi4
Source: the OMol25 dataset
Level of theory: wB97M-V/def2-TZVPD

Output
gap between HOMO and LUMO (alpha / beta)	0.230 / 0.238	hartree
LUMO (alpha / beta)	-4.5 / -4.6	eV
spin multiplicity	2
charge	+1
energy above the lowest of the compared OMol25 structures with the same formula, charge and spin	285.87	kJ/mol
<S²>	1.0837
HOMO energy (alpha / beta)	-10.74 / -11.06	eV

Atoms and positions in Å:
Ru1 -0.06378 0.45975 -0.34235
C1 2.10132 3.54185 1.83285
C2 2.29552 3.72875 0.34085
O1 3.21872 4.75565 0.05945
P1 2.95802 2.18005 -0.40515
O2 2.93632 2.34675 -1.97915
O3 4.49362 2.07595 -0.04075
O4 2.29822 0.93325 0.05975
P2 0.77432 3.97585 -0.70015
O5 -0.13068 5.03825 0.12035
O6 1.27902 4.52145 -1.98845
O7 -0.00358 2.69305 -0.71895
H1 3.04182 3.73945 2.34535
H2 1.81452 2.50965 2.03685
H3 1.34852 4.23185 2.21175
H4 2.93632 5.19245 -0.76095
H5 2.39022 3.09455 -2.29675
H6 5.00492 2.86045 -0.25435
H7 -0.09848 5.90115 -0.28745
C3 -5.02968 2.59225 1.30165
O8 -4.35678 1.51385 0.66555
C4 -3.08258 1.23345 0.90045
O9 -2.58298 0.23625 0.40635
N1 -2.37458 2.03085 1.75135
N2 -0.97428 1.85525 1.75365
H8 -6.05768 2.52875 0.94695
H9 -4.60928 3.56075 1.01895
H10 -5.00758 2.47305 2.38775
H11 -2.71328 2.96165 1.97135
H12 -0.62718 1.80305 2.70855
H13 -0.52648 2.63245 1.25595
C5 2.87632 -1.18815 -1.94935
Si1 2.46862 -2.18275 -0.37505
C6 2.29872 -4.04065 -0.79735
C7 3.59672 -1.91895 1.13365
Si2 0.08702 -1.50365 0.92815
Si3 -1.31998 -3.20295 1.91765
C8 -3.13628 -2.89605 1.39395
C9 -1.11888 -2.86145 3.79665
C10 -0.82518 -5.01975 1.56225
Si4 -1.07518 -0.50325 -2.33335
C11 -0.27518 0.72095 -3.61835
C12 -0.57108 -2.33095 -2.77535
C13 -2.98788 -0.54855 -2.61225
H14 3.88252 -0.77925 -1.89175
H15 2.20112 -0.33775 -2.05275
H16 2.80752 -1.78945 -2.85245
H17 3.28452 -4.44585 -1.00485
H18 1.69152 -4.21525 -1.67805
H19 1.87602 -4.61845 0.01495
H20 4.60562 -2.26525 0.92245
H21 3.24282 -2.45705 2.00825
H22 3.65612 -0.86425 1.38195
H23 -3.23148 -1.95295 0.86395
H24 -3.80038 -2.85865 2.25325
H25 -3.49438 -3.68195 0.73755
H26 -1.46088 -1.86075 4.04065
H27 -0.08848 -2.95065 4.12285
H28 -1.70618 -3.55795 4.38625
H29 -0.86668 -5.25405 0.50275
H30 -1.49988 -5.70465 2.07035
H31 0.17872 -5.23565 1.91365
H32 0.58872 0.28165 -4.10555
H33 0.04302 1.65565 -3.16025
H34 -0.99628 0.97655 -4.38815
H35 0.49792 -2.49765 -2.76145
H36 -0.92788 -2.55085 -3.77625
H37 -1.03018 -3.04035 -2.09555
H38 -3.48968 0.36645 -2.31515
H39 -3.43468 -1.35935 -2.04545
H40 -3.19968 -0.72765 -3.66385



(4)
Formula: C13H41AsF6O7
Source: the OMol25 dataset
Level of theory: wB97M-V/def2-TZVPD

Output
gap between HOMO and LUMO	0.296	hartree
LUMO	-0.1	eV
spin multiplicity	1
energy above the lowest of the compared OMol25 structures with the same formula, charge and spin	0.00	kJ/mol
HOMO energy	-8.16	eV

Atoms and positions in Å:
O1 -18.96313 -7.81708 5.29610
H1 -18.69119 -6.99684 5.78662
H2 -19.51476 -7.50568 4.51251
H3 -19.45548 -8.48013 5.85878
As1 -16.50990 -9.39007 2.80028
F1 -17.82693 -9.24555 3.98487
F2 -17.67936 -9.08965 1.52939
F3 -15.21020 -9.51477 1.64838
F4 -15.36825 -9.55936 4.11742
F5 -16.78061 -11.09764 2.73084
F6 -16.22143 -7.64721 2.88816
C1 -17.33852 -5.02467 3.87565
C2 -17.36088 -3.81992 2.95711
O2 -18.08946 -2.72081 3.52021
H4 -16.77590 -4.77238 4.78230
H5 -16.78768 -5.87966 3.48109
H6 -18.36294 -5.22179 4.19492
H7 -17.88381 -4.01233 2.01811
H8 -16.34955 -3.50684 2.68138
H9 -17.48768 -2.26545 4.11778
C3 -21.06628 -11.99819 5.96394
C4 -19.82890 -11.10698 5.94737
O3 -20.06922 -9.84121 6.61127
H10 -21.92963 -11.51797 5.51912
H11 -21.26561 -12.32448 6.98724
H12 -20.79543 -12.90496 5.41893
H13 -19.63194 -10.82050 4.91299
H14 -18.92848 -11.55233 6.36666
H15 -20.10785 -10.00009 7.56016
C5 -22.99567 -9.22584 3.89313
C6 -23.63713 -8.26534 2.91063
O4 -22.62472 -7.76330 2.03917
H16 -23.69221 -9.38526 4.71560
H17 -22.07588 -8.81060 4.31422
H18 -22.64321 -10.14075 3.41690
H19 -24.10981 -7.44417 3.46200
H20 -24.42201 -8.77849 2.34860
H21 -23.07850 -7.41761 1.26202
C7 -19.38907 -9.00928 1.64948
C8 -19.23751 -7.54017 1.99346
O5 -20.13852 -7.07682 3.01939
H22 -19.10183 -9.63078 2.50025
H23 -18.66097 -9.24244 0.87057
H24 -20.38624 -9.27517 1.30229
H25 -19.38305 -6.88206 1.13016
H26 -18.23014 -7.33836 2.36082
H27 -21.05214 -7.20485 2.67874
C9 -15.88084 -7.26952 6.42696
C10 -16.46016 -6.29228 7.42006
O6 -17.82544 -6.07105 7.05236
H28 -16.51804 -8.15562 6.48047
H29 -14.86039 -7.57149 6.64431
H30 -15.97492 -6.88629 5.41194
H31 -15.88196 -5.36848 7.51158
H32 -16.38957 -6.70809 8.43035
H33 -18.16214 -5.33044 7.56241
C11 -22.71160 -7.16714 7.23258
C12 -22.26440 -6.00005 6.36654
C13 -22.69006 -4.64642 6.94277
O7 -20.83136 -5.99498 6.27028
H34 -23.79404 -7.19927 7.36459
H35 -22.25690 -7.05095 8.22105
H36 -22.36713 -8.12558 6.84673
H37 -22.60321 -6.10982 5.33405
H38 -23.76303 -4.56672 7.11213
H39 -22.36410 -3.82851 6.30172
H40 -22.17652 -4.53770 7.90395
H41 -20.50354 -5.47492 7.01016



(5)
Formula: C13H41NO10
Source: the OMol25 dataset
Level of theory: wB97M-V/def2-TZVPD

Output
gap between HOMO and LUMO	0.325	hartree
LUMO	-0.1	eV
spin multiplicity	1
SMILES string	CC1(C)CCCC(C)(C)N1O.OCCO.OCCO.O.O.O.O.O
energy above the lowest of the compared OMol25 structures with the same formula, charge and spin	0.00	kJ/mol
HOMO energy	-8.89	eV

Atoms and positions in Å:
C1 -2.03716 31.29497 -3.21961
C2 -2.98704 30.93492 -4.37929
C3 -3.08998 29.43303 -4.52347
C4 -4.39241 31.47530 -4.09951
C5 -4.61176 32.95550 -4.32670
C6 -4.17264 33.32040 -5.73795
C7 -2.73516 32.86999 -6.05928
C8 -2.52593 33.00782 -7.55741
C9 -1.78358 33.85188 -5.33224
N1 -2.57345 31.46633 -5.69557
O1 -1.24830 31.04978 -5.99623
H1 -1.83824 32.36358 -3.19745
H2 -2.47122 30.89333 -2.30867
H3 -1.06432 30.80770 -3.34825
H4 -3.16874 28.92489 -3.55444
H5 -4.01572 29.14082 -5.01932
H6 -2.21420 29.03833 -5.03430
H7 -5.06761 30.90275 -4.73807
H8 -4.59851 31.23696 -3.05064
H9 -5.68903 33.12654 -4.23140
H10 -4.15990 33.63466 -3.59914
H11 -4.24522 34.39917 -5.89870
H12 -4.85943 32.85619 -6.45662
H13 -3.33810 32.49394 -8.08070
H14 -1.62675 32.48351 -7.88514
H15 -2.46390 34.04945 -7.85886
H16 -0.78806 33.42822 -5.17302
H17 -2.11833 34.14581 -4.33472
H18 -1.70092 34.75841 -5.92730
H19 -0.67913 31.42768 -5.30899
O2 -9.47215 30.77150 -5.91436
C10 -9.81504 31.82512 -5.01933
C11 -9.21681 31.59771 -3.65191
O3 -7.79039 31.51021 -3.80454
H20 -8.55097 30.56711 -5.72481
H21 -9.43085 32.76347 -5.44209
H22 -10.89555 31.92203 -4.92847
H23 -9.59761 30.64935 -3.24898
H24 -9.48139 32.38649 -2.94263
H25 -7.38816 31.74398 -2.96387
O4 -6.79294 28.09212 -7.57151
C12 -5.81113 29.12366 -7.67135
C13 -4.38825 28.61045 -7.68277
O5 -4.03384 28.02122 -8.95095
H26 -6.64233 27.51487 -8.32545
H27 -5.95057 29.67474 -8.61303
H28 -5.94642 29.86551 -6.88263
H29 -4.26499 27.82501 -6.92664
H30 -3.68435 29.41001 -7.45745
H31 -4.78147 27.53386 -9.30641
O6 -6.05733 26.88002 -0.76038
H32 -5.52798 26.68482 -1.54334
H33 -6.54436 27.68905 -0.96309
O7 -5.35561 26.01782 -5.14309
H34 -6.20670 25.58707 -4.99668
H35 -5.09037 25.75191 -6.02935
O8 -6.50870 28.32137 -3.96225
H36 -5.96025 27.68660 -4.44293
H37 -6.80268 28.94877 -4.62965
O9 -8.41900 28.28585 -1.80962
H38 -8.38261 29.16199 -1.41442
H39 -7.79804 28.32099 -2.55027
O10 -3.86036 25.46477 -2.82342
H40 -3.03608 24.99568 -2.97231
H41 -4.15870 25.76433 -3.69398



(6)
Formula: C13H42AsF6O12
Source: the OMol25 dataset
Level of theory: wB97M-V/def2-TZVPD

Output
gap between HOMO and LUMO	0.369	hartree
LUMO	2.4	eV
spin multiplicity	1
charge	-1
energy above the lowest of the compared OMol25 structures with the same formula, charge and spin	0.00	kJ/mol
HOMO energy	-7.62	eV

Atoms and positions in Å:
As1 -12.56290 32.21126 15.50638
F1 -11.14919 31.81110 14.59592
F2 -13.51318 32.59332 14.07559
F3 -14.03657 32.52283 16.41537
F4 -11.72232 32.06985 17.04134
F5 -12.10343 33.90350 15.58274
F6 -13.04894 30.54431 15.41950
C1 -9.13380 32.65780 18.96610
O1 -9.06071 32.16715 17.61526
H1 -9.51381 31.78099 19.49697
H2 -8.17085 32.92419 19.38944
H3 -9.86814 33.46062 19.00065
H4 -9.97610 32.03068 17.31040
C2 -10.82845 29.17774 18.22361
O2 -10.10840 27.93569 18.10333
H5 -10.58199 29.68199 19.15867
H6 -10.44049 29.80365 17.41927
H7 -11.89321 29.00586 18.12624
H8 -9.19061 28.10743 18.32250
C3 -8.59757 35.24243 16.22523
O3 -7.80203 34.84760 17.33246
H9 -8.68526 36.32715 16.21592
H10 -8.26864 34.83692 15.26960
H11 -9.62953 34.89955 16.37295
H12 -7.99906 33.91268 17.47608
C4 -14.16908 27.28039 16.19114
O4 -14.78223 28.41531 15.58920
H13 -13.18309 27.51697 16.59674
H14 -14.79492 26.91744 17.00974
H15 -14.04198 26.46425 15.47400
H16 -14.08819 29.09392 15.56543
C5 -12.07757 35.16447 12.46785
O5 -11.11180 35.33418 13.48648
H17 -13.07696 35.50789 12.75490
H18 -11.76403 35.73354 11.59467
H19 -12.18403 34.10169 12.22853
H20 -11.48490 35.08612 14.34253
C6 -8.22688 33.15526 13.08363
O6 -7.80431 32.72099 11.78856
H21 -7.91053 34.19277 13.21613
H22 -9.31011 33.05444 13.18171
H23 -7.76841 32.54938 13.86544
H24 -7.96331 33.47355 11.21338
C7 -15.01332 35.54077 16.04126
O7 -15.96687 34.50724 16.18092
H25 -14.32021 35.40217 15.20682
H26 -15.52196 36.48559 15.85119
H27 -14.42588 35.62858 16.96027
H28 -15.47240 33.69891 16.39630
C8 -12.48695 32.60358 20.29475
O8 -11.75566 31.57062 20.96052
H29 -12.79001 32.24186 19.31502
H30 -13.37755 32.94655 20.82642
H31 -11.81836 33.45307 20.13093
H32 -11.33980 31.99266 21.71794
C9 -16.42146 31.29234 12.92433
O9 -16.51060 32.65593 13.25086
H33 -16.54560 30.58624 13.75287
H34 -17.10718 31.05513 12.11260
H35 -15.43367 30.97644 12.55364
H36 -15.76177 32.87603 13.81911
C10 -11.05274 31.47407 10.98473
C11 -12.04006 31.64306 9.85213
C12 -13.45483 32.00162 10.28092
O10 -13.85898 33.03194 9.39636
C13 -12.75522 33.55958 8.82441
O11 -12.73430 34.54335 8.15125
O12 -11.68081 32.82346 9.10961
H37 -10.00106 31.33669 10.72388
H38 -11.24051 30.52836 11.50722
H39 -11.06180 32.25853 11.73966
H40 -11.96429 30.80034 9.16026
H41 -13.49511 32.33719 11.32128
H42 -14.05293 31.08681 10.28746



Number 1: electronic energy -103635.160 eV. Number 2: electronic energy -85262.239 eV. Number 3: electronic energy -88206.989 eV. Number 4: electronic energy -105618.763 eV. Number 5: electronic energy -36109.231 eV. Number 6: electronic energy -115879.058 eV.